# 1
Molecular formula: C10H18N2S
Method: DFT, ωB97M-V/def2-TZVPD

Atoms and positions in Å:
C  0.4685  1.0631  3.2960
C  -0.3245  0.2319  2.1441
C  -1.3959  1.1120  1.7009
C  -1.3866  1.2942  0.2327
C  -0.4783  -0.9309  -0.4126
C  -0.8131  -1.8796  -1.6761
C  0.2224  -1.6805  -2.8806
C  1.5537  -1.5629  -2.4527
C  1.6881  -0.4739  -1.3786
C  0.9267  -0.8373  -0.2433
H  0.8402  2.1335  3.0633
H  1.1626  0.4041  3.8475
H  -0.0881  1.2955  4.2022
H  -0.6297  -0.7803  2.5793
H  -2.2938  0.5113  2.1074
H  -1.2390  2.0239  2.4184
H  -2.5141  2.3332  -1.2618
H  -1.9187  3.4918  0.0141
H  -0.9095  -1.0014  0.6139
H  -1.9416  -1.6273  -1.9824
H  -0.7821  -2.8111  -1.2771
H  -0.1069  -0.7269  -3.2854
H  0.0771  -2.5731  -3.4624
H  2.2621  -1.3166  -3.2174
H  1.7486  -2.4901  -1.8805
H  2.6617  -0.5016  -1.0153
H  1.6353  0.4995  -1.9105
H  1.4285  -1.9160  -0.0658
N  -1.9795  2.4000  -0.3068
N  -1.0674  0.3453  -0.6673
S  1.1981  0.3636  1.0845

Summary:
* LUMO level: 0.0310 Eh
* energy above the lowest of the compared OMol25 structures with the same formula, charge and spin: 535.9 kJ/mol
* orbital gap: 8.745 eV



# 2
Molecular formula: C10H18NO2
Method: DFT, ωB97M-V/def2-TZVPD

Atoms and positions in Å:
C  -1.0295  1.0660  -0.0722
C  -3.6932  0.6318  -0.3719
C  -0.8588  -1.6271  0.7275
C  0.5997  0.3755  0.1973
C  -2.2779  0.1658  -0.2725
C  0.5356  -1.1535  0.1217
C  0.6501  -1.4988  -1.4047
C  1.6328  -1.9430  0.9349
C  2.0689  2.4262  -0.0831
C  1.8366  0.9972  -0.4896
N  -2.0562  -1.0166  0.0948
O  -1.4013  1.8589  1.0976
O  -4.5264  -0.2573  -0.1492
H  -0.8845  1.8219  -0.9877
H  -4.0434  1.6406  -0.5650
H  -0.9499  -2.6814  0.7885
H  -0.9636  -1.2071  1.6567
H  0.7937  0.6046  1.3464
H  0.8514  -2.6180  -1.4685
H  1.6188  -1.0620  -1.9076
H  -0.1827  -1.2311  -2.0351
H  2.4437  -1.2803  1.2721
H  2.0297  -2.6615  0.2835
H  1.2043  -2.4806  1.7940
H  1.5763  2.6097  0.9063
H  1.4390  3.0575  -0.7220
H  3.0749  2.7296  -0.2060
H  2.6373  0.4365  0.0788
H  1.9189  1.0373  -1.5563
H  -2.9761  -1.5247  -0.0270
H  -1.0680  2.7841  1.0183

Summary:
* charge: +1
* structure (SMILES): CC[C@H]1[C@H](O)C(C=O)=[NH+]CC1(C)C
* LUMO level: -0.2098 Eh
* energy above the lowest of the compared OMol25 structures with the same formula, charge and spin: 216.5 kJ/mol
* orbital gap: 8.257 eV



# 3
Molecular formula: C10H18O3S
Method: DFT, ωB97M-V/def2-TZVPD

Atoms and positions in Å:
C  0.4970  1.6040  1.9762
C  0.1222  1.6492  0.7337
C  0.2754  -0.5386  -0.7061
C  0.8712  0.8599  -0.5548
C  0.8127  -1.5513  0.4264
C  -1.0427  2.6461  0.4163
C  -1.2403  -0.5934  -0.8653
C  1.0148  1.6738  -1.8500
C  -0.2115  -1.7172  1.6384
C  1.2386  -2.9172  -0.1551
O  3.2645  -0.1065  -1.1034
O  3.1564  1.3083  0.8366
O  1.9348  -0.8408  1.0027
S  2.5120  0.3323  0.0265
H  -0.0934  2.3001  2.5998
H  1.1068  0.8692  2.4777
H  0.7113  -0.8944  -1.5846
H  -1.1369  3.4398  1.1390
H  -0.6051  3.0195  -0.4077
H  -2.0649  2.2626  0.3566
H  -1.7960  0.0683  -0.1671
H  -1.6104  -1.5704  -0.9869
H  -1.4338  -0.0628  -1.8079
H  0.1004  1.6704  -2.2287
H  1.6417  1.0942  -2.5101
H  1.4539  2.6085  -1.6687
H  -0.6084  -0.6886  1.9782
H  0.4120  -2.2454  2.3609
H  -1.0655  -2.3949  1.2542
H  2.1621  -3.2542  0.3376
H  1.5292  -2.8535  -1.1318
H  0.5332  -3.8156  -0.0173

Summary:
* structure (SMILES): C=C(C)[C@]1(C)[C@H](C)C(C)(C)OS1(=O)=O
* LUMO level: 0.0249 Eh
* energy above the lowest of the compared OMol25 structures with the same formula, charge and spin: 156.8 kJ/mol
* orbital gap: 10.387 eV



# 4
Molecular formula: C10H18O4P
Method: DFT, ωB97M-V/def2-TZVPD

Atoms and positions in Å:
C  2.5880  0.4852  1.9933
C  -2.2766  -2.1289  -1.2936
C  -2.2405  -1.9579  0.2218
C  -0.9248  -1.7565  -1.8987
C  -1.8870  -0.5171  0.5772
C  -0.5501  -0.3223  -1.5291
C  -0.5344  -0.1489  -0.0162
C  3.9338  0.4536  -0.2210
C  -1.3558  2.6134  0.0139
C  3.5765  1.2277  1.0304
O  2.1583  1.1662  2.9518
O  2.3009  -0.6813  1.6988
O  -0.2113  1.5376  2.0616
O  4.0084  2.3364  1.2534
P  0.1070  1.5541  0.4871
H  -2.5299  -3.1620  -1.5542
H  -3.0511  -1.4798  -1.7134
H  -3.2092  -2.2261  0.6539
H  -1.4842  -2.6264  0.6407
H  -0.1625  -2.4359  -1.5124
H  -0.9623  -1.8689  -2.9866
H  -2.6618  0.1454  0.1790
H  -1.8499  -0.3918  1.6602
H  0.4314  -0.0727  -1.9387
H  -1.2815  0.3621  -1.9725
H  0.2251  -0.8202  0.4077
H  3.7058  1.0518  -1.1007
H  3.3693  -0.4762  -0.2270
H  5.0016  0.2357  -0.2190
H  -2.2379  2.3333  0.5842
H  -1.0950  3.6420  0.2597
H  -1.5493  2.5488  -1.0547
H  0.6490  1.3795  2.5630

Summary:
* charge: -1
* LUMO level: 0.1206 Eh
* energy above the lowest of the compared OMol25 structures with the same formula, charge and spin: 0.0 kJ/mol
* orbital gap: 8.073 eV



# 5
Molecular formula: C10H18Si
Method: DFT, ωB97M-V/def2-TZVPD

Atoms and positions in Å:
C  0.9096  -0.8688  -2.1710
C  -0.2011  -0.4765  -2.9030
C  0.8162  -0.5843  -0.7833
C  -0.8612  0.1888  -0.6815
C  -1.2419  0.3025  -2.1520
C  3.0169  -1.3856  0.0874
C  2.0764  0.8126  0.6893
C  -3.5658  0.8492  0.7539
C  -0.9293  -0.0494  2.3123
C  1.7939  -0.5852  0.3488
Si  -1.5842  0.9221  0.9005
H  1.6614  -1.5221  -2.5925
H  -0.4536  -0.8648  -3.8376
H  -1.0571  1.3560  -2.4119
H  -2.2440  0.0473  -2.1836
H  2.8020  -2.4470  0.0901
H  3.7234  -1.2988  0.9505
H  3.3596  -1.0569  -0.8471
H  3.0023  0.9503  1.2689
H  1.2312  1.2949  1.2027
H  2.0414  1.5379  -0.2381
H  -4.0204  1.6928  1.2543
H  -3.9612  0.8796  -0.2794
H  -3.8093  -0.0159  1.3069
H  -1.8443  -0.4184  2.8229
H  -0.5157  -0.9133  1.8310
H  -0.1284  0.2512  2.8619
H  1.3397  -1.0172  1.2459
H  -1.3567  2.4188  1.1539

Summary:
* structure (SMILES): CC(C)C1=C([SiH](C)C)CC=C1
* LUMO level (alpha / beta): 0.0035 / 0.0071 Eh
* energy above the lowest of the compared OMol25 structures with the same formula, charge and spin: 438.9 kJ/mol
* orbital gap (alpha / beta): 7.393 / 7.934 eV



# 6
Molecular formula: C10H19Cl3O7
Method: DFT, ωB97M-V/def2-TZVPD

Atoms and positions in Å:
C  -6.8093  0.1460  -0.7242
Cl  -7.2903  -1.2396  0.2671
Cl  -8.3148  0.7773  -1.5270
Cl  -5.7181  -0.3437  -1.9992
H  -6.3945  0.9784  -0.1557
C  0.6926  -0.7832  1.3661
O  1.0539  0.4382  1.9131
C  0.9185  0.8089  3.2193
O  1.3704  1.8668  3.6726
O  0.0462  0.0341  3.8302
C  -0.9656  0.6231  4.6351
H  0.9275  -0.8775  0.3059
H  -0.3327  -1.0146  1.6547
H  1.4000  -1.5696  1.6291
H  -0.5222  1.3827  5.2788
H  -1.4514  -0.2344  5.1009
H  -1.5506  1.1447  3.8776
C  5.1021  -0.2570  0.4375
O  3.9275  -0.5111  -0.4004
C  4.0212  -1.1562  -1.5112
O  4.9671  -1.6882  -2.0407
O  2.8262  -0.9855  -2.1282
C  2.4971  -1.8323  -3.2216
H  5.6540  0.6384  0.1512
H  5.7994  -1.0946  0.4570
H  4.7197  -0.1532  1.4529
H  1.4644  -1.6080  -3.4888
H  2.8251  -2.8476  -2.9988
H  3.1862  -1.6296  -4.0415
C  -2.6210  1.4982  -1.5721
C  -1.4830  0.6872  -1.0491
O  -1.5713  -0.2738  -0.3402
C  -0.1934  0.9825  -1.7103
H  -2.3868  2.4791  -1.9856
H  -3.2838  1.5546  -0.7086
H  -3.0903  0.8784  -2.3362
H  0.3228  1.6982  -1.0705
H  -0.1191  1.4122  -2.7092
H  0.3761  0.0707  -1.5302

Summary:
* structure (SMILES): COC(=O)OC.COC(=O)OC.ClC(Cl)Cl.CC(C)=O
* LUMO level: 0.0182 Eh
* orbital gap: 10.250 eV



# 7
Molecular formula: C10H19F3NO2
Method: DFT, ωB97M-V/def2-TZVPD

Atoms and positions in Å:
C  -1.1856  -0.0156  3.6355
C  -0.6402  -0.0058  2.1966
C  0.8792  0.2924  2.1721
C  1.7610  -0.9421  2.1793
C  1.3354  -1.8182  1.0150
N  -0.0175  -2.3340  1.3532
C  -1.0589  -1.2537  1.4093
H  -0.5150  0.5225  4.2883
H  -1.3166  -1.0121  4.0460
H  -2.1291  0.5095  3.6849
H  -1.0959  0.8295  1.6840
H  1.0944  0.8334  1.2510
H  1.1355  0.9718  2.9691
H  1.5510  -1.5088  3.0860
H  2.8143  -0.7115  2.1341
H  2.0255  -2.6312  0.8417
H  1.2456  -1.1980  0.1352
H  -0.2961  -3.0019  0.6298
H  0.0219  -2.8737  2.2193
H  -1.3254  -1.0170  0.3915
H  -1.9167  -1.6828  1.9064
C  -0.9153  2.2963  -1.4280
C  0.0644  1.1739  -1.7009
O  -0.1746  0.5638  -2.9757
C  0.3321  1.2108  -4.0328
O  0.9637  2.2232  -4.0031
C  0.0219  0.4220  -5.3172
F  -1.2641  0.0304  -5.3333
F  0.8032  -0.6754  -5.3586
F  0.2664  1.1717  -6.3887
H  -1.9411  1.9389  -1.5256
H  -0.7723  2.6906  -0.4210
H  -0.7794  3.1117  -2.1354
H  -0.0692  0.3728  -0.9729
H  1.0976  1.5167  -1.6351

Summary:
* charge: +1
* LUMO level: -0.1244 Eh
* energy above the lowest of the compared OMol25 structures with the same formula, charge and spin: 0.0 kJ/mol
* orbital gap: 10.352 eV



no.,electronic energy (eV)
1,-24472.6245
2,-16237.2336
3,-27636.8799
4,-28143.9198
5,-18535.2028
6,-62575.8359
7,-24409.6560